Entry 1
{"formula": "CH5N3O3S", "method": "ωB97M-V/def2-TZVPD", "species": ["S", "O", "O", "O", "N", "N", "N", "C", "H", "H", "H", "H", "H"], "coordinates": [[-0.98, -0.34, 0.09], [-0.10, 1.96, 0.27], [-2.15, 0.34, 0.52], [-0.74, -1.70, 0.44], [-1.06, -0.19, -1.56], [1.83, -0.93, 0.73], [0.28, 0.68, 0.58], [1.62, 0.35, 0.70], [1.18, -1.67, 0.44], [-1.46, 0.74, -1.70], [-0.40, -0.34, -2.25], [2.72, -1.20, 0.85], [-0.73, 2.30, 0.90]], "nbo_charge": [2.399, -0.535, -0.937, -0.920, -1.071, -0.769, -0.435, 0.189, 0.398, 0.407, 0.403, 0.383, 0.488], "gap_ev": 9.668, "total_charge": 0, "e_lumo_ev": 0.61, "multiplicity": 1}


Entry 2
{"formula": "CH5N3O3S", "method": "ωB97M-V/def2-TZVPD", "species": ["S", "O", "O", "O", "N", "N", "N", "C", "H", "H", "H", "H", "H"], "coordinates": [[2.00, -0.24, -0.12], [1.29, -1.53, -0.73], [1.60, 0.74, -1.46], [-0.96, 2.05, 0.19], [-1.53, -1.17, -0.74], [1.08, 0.40, 1.00], [-1.30, 1.18, -0.78], [-1.55, 0.02, -0.56], [-2.39, -1.70, -1.10], [-0.33, 1.61, 0.84], [0.28, -1.55, -0.67], [1.51, 0.49, 1.96], [0.87, 1.41, -1.21]], "nbo_charge": [1.599, -0.907, -0.895, -0.562, -0.749, -1.242, -0.215, 0.606, 0.422, 0.505, 0.524, 0.400, 0.513], "gap_ev": 10.078, "total_charge": 0, "e_lumo_ev": 0.38, "multiplicity": 1}


Entry 3
{"formula": "CH5N3O3S", "method": "ωB97M-V/def2-TZVPD", "species": ["S", "O", "O", "O", "N", "N", "N", "C", "H", "H", "H", "H", "H"], "coordinates": [[0.90, 0.45, 0.32], [-0.23, -1.71, 0.74], [1.14, 0.47, -1.10], [1.00, 1.64, 1.17], [-1.86, 1.32, 0.58], [-0.71, -0.59, 0.89], [2.03, -0.61, 1.01], [-1.82, -0.06, 0.81], [-0.95, 1.67, 0.75], [-3.07, -0.46, 0.85], [-2.76, 1.66, 1.02], [1.88, -0.93, 2.04], [2.46, -1.21, 0.33]], "nbo_charge": [2.161, -0.517, -0.865, -0.926, -0.818, -0.092, -1.041, 0.230, 0.400, 0.217, 0.396, 0.437, 0.417], "gap_ev": 8.284, "total_charge": 0, "e_lumo_ev": -0.37, "multiplicity": 1}


What is the stability order? It is entry 1, entry 2, entry 3, from most stable to least stable.


Entry 1
{"formula": "Cl2H2NOP", "method": "ωB97M-V/def2-TZVPD", "species": ["Cl", "Cl", "P", "O", "N", "H", "H"], "coordinates": [[-0.24, 1.78, 2.27], [-0.46, -0.43, -2.29], [0.12, -0.08, 2.87], [-0.99, -0.63, 3.65], [1.37, -0.80, 2.37], [2.15, -0.24, 1.95], [-1.06, 0.49, -1.50]], "nbo_charge": [-0.248, -0.281, 1.998, -0.973, -1.196, 0.418, 0.282], "gap_ev": 10.809, "total_charge": 0, "e_lumo_ev": -0.49, "multiplicity": 1}


Entry 2
{"formula": "Cl2H2NOP", "method": "ωB97M-V/def2-TZVPD", "species": ["Cl", "Cl", "P", "O", "N", "H", "H"], "coordinates": [[-0.70, 1.33, -0.74], [3.05, 1.98, 0.19], [-2.57, 1.09, 0.10], [-3.12, 2.40, 0.51], [-3.20, -0.29, 0.18], [-2.71, -1.08, -0.25], [1.91, 1.92, -0.56]], "nbo_charge": [-0.285, -0.278, 2.007, -0.960, -1.175, 0.414, 0.277], "gap_ev": 10.783, "total_charge": 0, "e_lumo_ev": -0.86, "multiplicity": 1}


What is the stability order? It is entry 1, entry 2, from most stable to least stable.


Entry 1
{"formula": "C5H10NOS", "method": "ωB97M-V/def2-TZVPD", "species": ["S", "O", "N", "C", "C", "C", "C", "C", "H", "H", "H", "H", "H", "H", "H", "H", "H", "H"], "coordinates": [[0.25, 4.04, -0.33], [-1.11, -1.72, 1.27], [-0.58, 0.38, 1.19], [-0.57, 2.32, -0.34], [0.57, -1.22, -0.35], [0.12, 1.53, 0.62], [-0.43, -0.90, 0.72], [0.32, -2.62, -0.89], [-0.52, -3.04, -0.21], [-1.60, 2.63, -0.07], [0.82, -0.51, -1.17], [1.49, -1.26, 0.27], [-0.72, 2.14, -1.45], [0.07, -2.50, -1.97], [1.30, -3.17, -0.88], [1.09, 1.19, 0.04], [0.59, 2.14, 1.48], [-1.06, 0.57, 2.04]], "nbo_charge": [-0.761, -0.653, -0.620, -0.561, -0.524, -0.269, 0.685, -0.636, 0.259, 0.195, 0.243, 0.226, 0.211, 0.199, 0.197, 0.190, 0.224, 0.394], "gap_ev": 5.901, "total_charge": -1, "e_lumo_ev": 3.42, "multiplicity": 1}


Entry 2
{"formula": "C5H10NOS", "method": "ωB97M-V/def2-TZVPD", "species": ["S", "O", "N", "C", "C", "C", "C", "C", "H", "H", "H", "H", "H", "H", "H", "H", "H", "H"], "coordinates": [[2.61, -1.84, 0.86], [-1.88, -0.96, 0.85], [-1.43, 1.11, -0.04], [-1.06, -0.01, 0.74], [-0.59, 1.31, -1.22], [0.19, -0.04, -1.88], [0.38, -0.02, 1.22], [0.94, -1.36, 1.64], [-0.94, 1.83, -2.04], [0.24, -0.07, -2.93], [0.21, -2.17, 1.45], [0.25, 1.90, -0.91], [0.40, 0.63, 2.10], [1.44, -1.04, 2.71], [-2.42, 1.21, -0.21], [-0.39, -0.99, -1.42], [1.13, -0.27, -1.53], [0.93, 0.78, 0.61]], "nbo_charge": [-0.751, -0.627, -0.679, 0.712, -0.221, -0.649, -0.553, -0.542, 0.195, 0.192, 0.230, 0.178, 0.233, 0.204, 0.379, 0.217, 0.244, 0.235], "gap_ev": 5.810, "total_charge": -1, "e_lumo_ev": 3.47, "multiplicity": 1}


What is the stability order? It is entry 1, entry 2, from most stable to least stable.


Entry 1
{"formula": "C2H12O5", "method": "ωB97M-V/def2-TZVPD", "species": ["O", "O", "O", "O", "O", "C", "C", "H", "H", "H", "H", "H", "H", "H", "H", "H", "H", "H", "H"], "coordinates": [[-0.49, -0.61, 0.02], [1.03, 1.48, -1.60], [-3.40, -0.47, -0.90], [1.35, 0.16, 1.95], [1.47, 2.97, 1.08], [0.41, -2.86, -0.10], [-0.47, -1.88, -0.48], [-2.72, 0.26, -0.75], [0.56, 0.78, -1.03], [1.08, -2.60, 0.74], [0.54, 3.24, 0.90], [1.38, 1.11, 1.78], [1.66, 2.60, 0.13], [-3.60, -0.48, -1.88], [2.34, 0.02, 2.10], [-1.39, -1.98, -0.96], [0.16, -0.67, 0.78], [0.47, -3.78, -0.67], [0.32, 1.69, -2.12]], "nbo_charge": [-0.750, -0.961, -0.950, -0.976, -0.968, -0.550, 0.150, 0.482, 0.494, 0.201, 0.473, 0.503, 0.503, 0.472, 0.482, 0.194, 0.517, 0.223, 0.461], "gap_ev": 9.272, "total_charge": 0, "e_lumo_ev": 0.31, "multiplicity": 1}


Entry 2
{"formula": "C2H12O5", "method": "ωB97M-V/def2-TZVPD", "species": ["O", "O", "O", "O", "O", "C", "C", "H", "H", "H", "H", "H", "H", "H", "H", "H", "H", "H", "H"], "coordinates": [[0.87, 1.42, -2.61], [2.65, -0.69, -1.18], [1.62, 1.53, 0.96], [-1.33, -2.24, 0.95], [-2.20, 1.03, -1.26], [-0.86, -1.12, 1.58], [-1.40, -0.77, 2.75], [0.12, 1.22, -2.03], [-1.24, 0.23, 3.12], [2.88, -1.32, -1.87], [2.21, 1.09, 0.34], [2.22, 1.86, 1.64], [2.46, 0.12, -1.70], [0.50, 2.15, -3.14], [-2.21, -1.34, 3.20], [-0.76, -2.44, 0.20], [0.10, -0.78, 1.24], [-2.21, 1.43, -0.38], [-3.02, 0.54, -1.28]], "nbo_charge": [-0.968, -0.965, -0.947, -0.693, -0.955, 0.132, -0.524, 0.493, 0.206, 0.474, 0.479, 0.468, 0.489, 0.477, 0.203, 0.479, 0.195, 0.479, 0.477], "gap_ev": 9.270, "total_charge": 0, "e_lumo_ev": 0.54, "multiplicity": 1}


What is the stability order? It is entry 2, entry 1, from most stable to least stable.


Entry 1
{"formula": "C5H8N3O2", "method": "ωB97M-V/def2-TZVPD", "species": ["O", "O", "N", "N", "N", "C", "C", "C", "C", "C", "H", "H", "H", "H", "H", "H", "H", "H"], "coordinates": [[2.49, -0.24, 5.08], [2.31, -0.90, 2.92], [-0.37, -0.57, -0.25], [1.47, -1.29, 0.72], [0.81, -0.86, -0.41], [2.40, -0.61, 4.04], [-1.88, 1.16, -0.31], [-0.49, 0.39, -2.57], [1.28, -0.60, 1.81], [-1.13, 0.11, -1.20], [0.35, 1.17, -2.42], [2.21, -2.05, 0.58], [-0.09, -0.48, -2.91], [-1.22, 0.90, -3.13], [-2.17, -0.49, -1.38], [-2.50, 1.70, -0.92], [-1.14, 1.94, -0.08], [-2.32, 0.70, 0.45]], "nbo_charge": [-0.306, -0.466, -0.070, -0.438, -0.026, 1.132, -0.553, -0.618, 0.401, -0.096, 0.214, 0.454, 0.224, 0.236, 0.262, 0.223, 0.206, 0.222], "gap_ev": 9.054, "total_charge": 1, "e_lumo_ev": -4.65, "multiplicity": 1}


Entry 2
{"formula": "C5H8N3O2", "method": "ωB97M-V/def2-TZVPD", "species": ["O", "O", "N", "N", "N", "C", "C", "C", "C", "C", "H", "H", "H", "H", "H", "H", "H", "H"], "coordinates": [[1.38, 2.60, 1.37], [-1.61, -2.50, -1.21], [-1.16, -1.37, 0.73], [0.02, 0.62, 1.01], [1.46, 1.53, -0.60], [0.54, 0.54, -0.29], [-0.57, -1.91, -0.53], [-0.96, -0.27, 1.38], [0.21, -0.58, -1.06], [1.90, 2.50, 0.27], [-2.47, -1.91, -1.25], [1.87, 1.41, -1.48], [0.25, -0.60, -2.21], [0.01, -2.90, -0.43], [2.44, 3.23, -0.31], [0.30, 1.44, 1.57], [-1.71, 0.17, 2.07], [-1.91, -2.01, 0.94]], "nbo_charge": [-0.581, -0.684, -0.519, -0.565, -0.592, 0.343, 0.248, 0.389, -0.349, 0.555, 0.486, 0.426, 0.256, 0.232, 0.176, 0.481, 0.254, 0.444], "gap_ev": 8.823, "total_charge": 1, "e_lumo_ev": -4.21, "multiplicity": 1}


What is the stability order? It is entry 2, entry 1, from most stable to least stable.


Entry 1
{"formula": "CH2OS2", "method": "ωB97M-V/def2-TZVPD", "species": ["S", "S", "O", "C", "H", "H"], "coordinates": [[-1.40, 0.77, -0.50], [1.85, -0.16, -0.31], [2.54, -1.30, -0.83], [-0.64, -0.52, 0.14], [-0.39, -0.62, 1.18], [-1.97, 1.83, 0.32]], "nbo_charge": [0.224, 0.816, -0.735, -0.550, 0.179, 0.065], "gap_ev": [7.267, 6.989], "total_charge": 0, "e_lumo_ev": [-1.77, -1.24], "multiplicity": 1}


Entry 2
{"formula": "CH2OS2", "method": "ωB97M-V/def2-TZVPD", "species": ["S", "S", "O", "C", "H", "H"], "coordinates": [[-3.02, -0.33, 0.09], [-0.12, 1.05, -0.05], [-1.53, -0.51, -0.30], [1.28, 0.13, 0.03], [2.19, 0.60, 0.27], [1.20, -0.94, -0.03]], "nbo_charge": [0.380, 0.395, -0.766, -0.424, 0.205, 0.209], "gap_ev": [6.923, 6.266], "total_charge": 0, "e_lumo_ev": [-1.24, -1.31], "multiplicity": 1}


What is the stability order? It is entry 2, entry 1, from most stable to least stable.


Entry 1
{"formula": "C8H15NOS", "method": "ωB97M-V/def2-TZVPD", "species": ["S", "O", "N", "C", "C", "C", "C", "C", "C", "C", "C", "H", "H", "H", "H", "H", "H", "H", "H", "H", "H", "H", "H", "H", "H", "H"], "coordinates": [[0.88, 1.39, 0.27], [0.74, 2.39, -0.75], [2.22, 0.68, 0.45], [0.39, -0.94, -0.85], [-0.26, -0.05, 0.16], [2.79, -0.32, -0.40], [-1.64, 0.35, -0.27], [-2.27, 1.46, 0.52], [-0.28, -0.76, 1.65], [1.82, -1.39, -0.35], [-2.34, -0.22, -1.29], [1.68, -1.84, 0.73], [-0.24, -1.92, -0.93], [0.53, -0.35, -1.84], [-2.32, 2.42, -0.13], [-1.79, 1.81, 1.44], [-3.36, 1.35, 0.70], [-1.16, -0.35, 2.22], [-0.37, -1.78, 1.50], [0.66, 1.92, 1.47], [0.75, -0.44, 1.98], [2.85, 0.23, -1.40], [2.13, -2.16, -1.10], [-3.16, 0.30, -1.86], [-2.01, -1.06, -1.91], [3.79, -0.73, -0.02]], "nbo_charge": [1.877, -0.935, -0.977, -0.439, -0.284, -0.237, 0.005, -0.685, -0.620, -0.403, -0.408, 0.210, 0.237, 0.235, 0.244, 0.212, 0.238, 0.223, 0.215, 0.029, 0.241, 0.194, 0.207, 0.210, 0.201, 0.210], "gap_ev": 9.260, "total_charge": 0, "e_lumo_ev": 0.56, "multiplicity": 1}


Entry 2
{"formula": "C8H15NOS", "method": "ωB97M-V/def2-TZVPD", "species": ["S", "O", "N", "C", "C", "C", "C", "C", "C", "C", "C", "H", "H", "H", "H", "H", "H", "H", "H", "H", "H", "H", "H", "H", "H", "H"], "coordinates": [[2.08, -0.09, 0.37], [3.13, -0.90, 0.97], [1.06, -2.15, -0.96], [-0.45, 2.07, -0.13], [1.05, 0.69, 1.52], [-1.62, -1.46, 0.33], [0.79, -1.09, -0.38], [-0.72, -0.31, -0.09], [2.91, 0.83, -0.98], [-3.11, -1.19, 0.33], [-0.32, 0.90, 0.84], [-1.48, -2.25, -0.46], [-0.73, 2.97, 0.55], [2.20, 1.22, -1.73], [1.36, 1.68, 1.79], [-3.70, -2.14, 0.59], [-1.35, 1.81, -0.70], [-3.57, -0.88, -0.52], [1.95, -2.57, -1.04], [-0.85, 0.04, -1.06], [3.66, 0.12, -1.45], [3.35, 1.81, -0.78], [-1.14, 0.92, 1.61], [-1.41, -1.99, 1.26], [-3.45, -0.34, 0.95], [0.37, 2.30, -0.83]], "nbo_charge": [1.684, -0.938, -0.612, -0.624, -0.733, -0.429, 0.131, -0.198, -0.873, -0.605, -0.257, 0.223, 0.216, 0.234, 0.210, 0.213, 0.203, 0.203, 0.383, 0.209, 0.253, 0.260, 0.221, 0.226, 0.200, 0.203], "gap_ev": 8.557, "total_charge": 0, "e_lumo_ev": 0.57, "multiplicity": 1}


What is the stability order? It is entry 1, entry 2, from most stable to least stable.


Entry 1
{"formula": "C2H7N2S2", "method": "ωB97M-V/def2-TZVPD", "species": ["S", "S", "N", "N", "C", "C", "H", "H", "H", "H", "H", "H", "H"], "coordinates": [[1.14, -1.51, -1.19], [1.30, 0.83, 0.55], [-1.96, 0.72, -0.24], [0.54, 0.04, -0.56], [-2.34, 0.33, 0.87], [2.65, -0.07, 0.96], [3.43, 0.49, 1.42], [-2.74, 0.92, -0.80], [-3.37, 0.46, 1.32], [0.27, -1.55, -2.20], [-0.48, 0.19, -0.67], [2.97, -1.05, 0.52], [-1.67, -0.24, 1.51]], "nbo_charge": [0.241, 1.041, -0.663, -0.927, 0.039, -0.612, 0.263, 0.380, 0.191, 0.157, 0.455, 0.274, 0.160], "gap_ev": [8.174, 8.172], "total_charge": 1, "e_lumo_ev": [-5.40, -5.40], "multiplicity": 1}


Entry 2
{"formula": "C2H7N2S2", "method": "ωB97M-V/def2-TZVPD", "species": ["S", "S", "N", "N", "C", "C", "H", "H", "H", "H", "H", "H", "H"], "coordinates": [[1.75, -0.78, 0.83], [2.36, 0.94, -0.30], [-0.70, 1.04, 1.28], [-0.62, -0.21, -0.67], [0.28, -1.28, -0.32], [-1.05, 0.78, 0.04], [0.14, 0.63, 1.65], [-1.86, 1.26, -0.50], [-1.01, -0.15, -1.65], [-1.09, 1.77, 1.80], [-0.10, -2.15, 0.26], [2.64, 0.19, -1.35], [0.87, -1.42, -1.29]], "nbo_charge": [0.083, -0.092, -0.718, -0.527, -0.347, 0.405, 0.431, 0.236, 0.443, 0.433, 0.263, 0.137, 0.253], "gap_ev": 9.656, "total_charge": 1, "e_lumo_ev": -3.75, "multiplicity": 1}


What is the stability order? It is entry 2, entry 1, from most stable to least stable.